DFT (ωB97M-V/def2-TZVPD) results for C8H12CoN2O3S as an isolated structure at a distorted geometry.

```
! wB97M-V def2-TZVPD RIJCOSX def2/J DEFGRID3
* xyz 2 4
H 0.217 2.144 -0.233
H -0.398 0.717 2.306
H -1.810 -1.286 -0.066
H 2.130 1.177 1.955
C 1.407 1.936 2.273
C 1.352 -0.914 -3.525
Co -0.073 0.023 -3.155
O 2.279 -1.579 -3.741
H 0.110 -2.733 2.861
H 0.357 -2.201 0.351
H -0.674 2.439 1.980
N -1.128 -0.708 0.429
S -1.589 0.813 -1.723
H 0.709 -0.841 1.441
C -0.687 -2.304 2.247
C 0.422 1.741 -3.946
C 0.010 1.595 1.796
H -1.302 -1.659 2.885
C -0.078 -1.520 1.099
C -0.815 0.433 -0.229
H -1.309 -3.125 1.874
H 1.725 2.909 1.884
O -1.859 -1.975 -4.253
H 1.419 1.988 3.366
N 0.036 1.313 0.336
O 0.664 2.794 -4.350
C -1.115 -1.175 -3.861
*
```

Calculated values
electronic energy: -2427.533163 a.u.
gap between HOMO and LUMO (spin up / spin down): 9.44 / 6.04 eV
relative energy (zero: lowest compared OMol25 entry of this formula, charge and spin): 1.59 kcal/mol
HOMO level (spin up / spin down): -17.77 / -17.76 eV

=====

DFT (ωB97M-V/def2-TZVPD) results for C8H12CrF6N2O10 as an isolated structure at a distorted geometry.

```
! wB97M-V def2-TZVPD RIJCOSX def2/J DEFGRID3
* xyz -2 5
O -14.550 -0.237 6.347
H -12.413 -1.954 6.923
O -12.092 0.573 3.268
H -14.933 -1.671 2.041
C -17.258 -1.926 2.781
C -11.326 -1.914 6.996
O -14.144 2.496 4.377
F -15.324 -3.953 0.983
O -11.381 -0.437 5.035
N -14.927 2.446 3.404
H -17.072 -0.856 2.870
H -18.369 -2.386 4.523
O -15.082 1.327 3.006
C -14.416 -3.734 1.887
C -18.526 -2.302 3.448
C -10.864 0.167 3.858
C -10.707 -1.614 5.646
H -19.394 -1.642 3.416
F -10.350 2.208 5.072
H -10.346 -0.543 3.212
H -11.083 -1.126 7.708
H -17.433 -2.214 1.744
O -16.148 -2.624 3.305
F -8.814 0.762 5.131
C -14.861 -2.486 2.761
H -10.893 -2.817 7.427
O -15.550 3.356 2.886
N -15.721 -0.091 6.624
Cr -13.795 0.033 4.352
H -18.892 -3.254 3.064
H -10.880 -2.419 4.932
O -16.563 0.078 5.721
F -9.140 1.804 3.255
O -14.005 -2.036 3.812
C -9.772 1.269 4.342
F -13.281 -3.526 1.179
H -9.630 -1.462 5.709
F -14.159 -4.888 2.539
O -16.043 -0.056 7.774
*
```

Calculated values
electronic energy: -2817.479923 a.u.
gap between HOMO and LUMO (spin up / spin down): 6.42 / 7.98 eV
HOMO level (spin up / spin down): -1.25 / -2.81 eV

=====

DFT (ωB97M-V/def2-TZVPD) results for C8H12F2KNO10S2 as an isolated structure at a distorted geometry.

```
! wB97M-V def2-TZVPD RIJCOSX def2/J DEFGRID3
* xyz 0 1
H 4.213 -0.457 4.110
O -1.357 -1.967 -2.045
O -4.084 -2.322 -1.701
H 3.160 0.213 2.778
H 2.492 -0.244 4.245
H 0.774 2.053 -0.795
O 2.000 -1.633 1.873
C -1.290 4.661 -1.832
K -1.449 -0.487 0.046
N -2.842 -3.225 -3.767
C 3.284 -0.546 3.551
C 0.017 3.957 -1.503
H -0.819 2.339 -0.314
H -1.432 4.830 -2.895
O 0.307 6.790 0.329
H 3.809 -2.304 2.200
C 3.050 -1.890 2.862
O 1.122 -3.184 3.162
H 2.984 -3.875 3.870
O -1.102 -4.435 -2.112
F -5.168 -2.848 -3.777
C -0.165 2.453 -1.186
O 0.529 4.671 -0.406
C 0.884 -2.275 2.203
O -1.126 5.921 -1.175
H -2.079 4.031 -1.418
F -0.507 -3.085 -3.937
O -4.415 -4.642 -2.401
O -0.209 -2.207 1.724
S -1.541 -3.225 -2.719
C 2.404 -2.966 3.727
S -4.006 -3.318 -2.759
H 0.817 3.972 -2.252
C -0.035 5.886 -0.357
H 2.293 -2.546 4.731
H -0.513 1.905 -2.058
*
```

Calculated values
electronic energy: -2715.272031 a.u.
gap between HOMO and LUMO: 8.49 eV
relative energy (zero: lowest compared OMol25 entry of this formula, charge and spin): 22.73 kcal/mol
HOMO level: -9.33 eV

=====

DFT (ωB97M-V/def2-TZVPD) results for a 4-piece molecular cluster, C8H12F2N2O10 overall at a distorted geometry.

```
! wB97M-V def2-TZVPD RIJCOSX def2/J DEFGRID3
* xyz 0 1
O 0.630 0.268 1.499
O -2.354 2.469 2.419
O 2.650 -3.148 -0.760
O -1.355 -1.549 0.992
C -1.218 2.957 1.952
N 0.777 0.634 0.311
H -0.903 0.222 0.852
O 0.264 -0.047 -0.655
H -1.042 0.116 -0.552
H -2.588 -0.092 -1.574
F 2.991 -0.957 -2.664
H 2.276 1.576 -0.477
H -1.021 -0.893 -1.807
H 2.931 -1.714 0.561
C 2.447 -1.062 -1.405
H 1.216 2.609 0.741
H 0.665 2.305 -0.880
C 1.314 1.917 -0.095
N -2.035 -1.613 -0.081
H -3.681 0.996 1.445
O 1.159 -1.667 -1.490
O -2.973 -2.358 -0.344
O -0.814 2.234 0.985
H -2.436 0.512 2.545
O -0.666 3.995 2.374
F -2.173 1.199 -0.413
C -2.680 1.258 1.789
C -1.585 1.067 0.763
C 1.415 -3.010 -1.404
H 2.422 -0.091 -0.911
C -1.739 -0.548 -1.063
C 3.180 -1.926 -0.479
H 4.214 -1.624 -0.646
O 0.715 -4.037 -1.526
*
```

Calculated values
electronic energy: -1373.152675 a.u.
gap between HOMO and LUMO: 8.62 eV
relative energy (zero: lowest compared OMol25 entry of this formula, charge and spin): 214.28 kcal/mol
HOMO level: -10.20 eV